(1)
This record from the Open Molecules 2025 dataset describes 2 unconnected molecules or ions with the total composition C18H16N3O4. The level of theory is ωB97M-V with the def2-TZVPD basis set.

The geometry in XYZ format:
```
41
Properties=species:S:1:pos:R:3:forces:R:3:mulliken_charge:R:1
N -6.610 0.229 2.446 2.583 -0.196 0.005 -0.534
C -5.443 0.128 2.395 -2.525 0.148 0.011 -0.008
C -4.021 -0.008 2.255 0.619 -0.186 0.049 0.598
C -3.435 -1.279 2.134 -0.445 0.084 -0.015 -0.720
C -2.080 -1.397 1.886 0.795 0.387 -0.093 -0.438
C -1.244 -0.252 1.799 -1.697 0.510 -0.256 0.947
C 0.166 -0.424 1.550 1.610 0.396 -0.005 0.073
C 1.123 0.506 1.868 -2.016 0.176 -0.126 -0.696
N 2.395 0.085 2.241 2.734 -1.707 0.097 1.102
O 3.306 0.902 2.554 -2.002 -1.084 -0.642 -0.647
O 2.568 -1.162 2.279 0.194 2.012 0.152 -0.607
C -1.837 1.016 2.015 0.135 -0.586 -0.088 -0.315
C -3.205 1.130 2.222 0.128 0.261 -0.060 -0.875
H -4.070 -2.163 2.221 0.268 0.278 -0.121 0.406
H -1.618 -2.382 1.775 -0.242 0.330 -0.045 0.387
H 0.474 -1.413 1.202 0.112 0.235 0.548 0.192
H 0.925 1.578 1.892 0.304 -0.417 0.410 0.300
H -1.197 1.900 2.004 -0.375 -0.199 -0.044 0.288
H -3.658 2.115 2.350 0.129 -0.297 -0.053 0.403
C 4.554 2.631 -0.833 0.268 0.225 -0.301 -1.221
C 4.033 1.214 -0.877 -0.440 -0.197 0.467 -0.101
O 2.595 1.296 -0.992 1.328 -0.209 0.040 -0.241
C 2.008 0.089 -1.273 -1.749 -0.354 -0.096 0.467
C 0.598 0.306 -1.469 1.043 0.280 0.368 -0.885
C -0.248 -0.605 -2.105 -0.569 -0.440 -0.010 1.136
C 0.039 -2.000 -2.212 -0.622 -0.274 -0.258 -0.360
C -0.940 -2.846 -2.733 0.588 1.186 0.178 -0.400
N -2.105 -2.398 -3.210 -0.882 -0.714 -0.347 -0.755
C -2.379 -1.089 -3.172 1.003 0.214 0.492 -0.268
C -1.500 -0.154 -2.634 -0.238 -0.823 -0.130 -0.606
O 2.643 -0.967 -1.314 0.096 0.716 -0.027 -0.766
H 5.441 2.683 -0.202 0.020 0.084 0.039 0.340
H 4.850 2.942 -1.841 -0.151 0.193 0.178 0.320
H 3.799 3.326 -0.448 0.160 -0.194 -0.013 0.284
H 4.454 0.662 -1.733 -0.240 0.066 0.413 0.315
H 4.269 0.672 0.056 0.013 0.099 -0.420 0.211
H 0.219 1.306 -1.267 0.205 -0.050 -0.281 0.247
H 0.993 -2.386 -1.857 -0.296 0.139 -0.044 0.430
H -0.761 -3.924 -2.764 -0.139 0.241 -0.094 0.332
H -3.342 -0.772 -3.581 0.182 -0.116 0.050 0.331
H -1.757 0.905 -2.626 0.110 -0.215 0.071 0.334
```
Positions in Å, forces in eV/Å.

Properties
highest occupied orbital energy = -3.285 eV
charge = -1
Kohn-Sham gap = 4.2 eV
electronic energy = -1160.6628 hartree



(2)
This record from the Open Molecules 2025 dataset describes 23 unconnected molecules or ions with the total composition C30H12Cl88N2P. The level of theory is ωB97M-V with the def2-TZVPD basis set.

The geometry in XYZ format:
```
133
Properties=species:S:1:pos:R:3:forces:R:3:mulliken_charge:R:1
C 2.104 -2.319 2.643 0.573 0.489 0.231 -1.022
C 1.749 -0.994 2.608 -0.452 -0.880 0.440 -0.088
C 2.447 -0.018 1.849 0.031 0.087 1.549 -0.591
N 3.647 -0.295 1.389 0.623 -0.824 -0.778 0.567
N 4.441 0.501 0.690 -0.504 -0.947 0.697 -0.748
C 3.885 1.637 0.480 1.128 2.615 -1.516 -0.833
C 2.617 2.045 0.852 -0.380 0.374 -0.066 -0.937
C 1.836 1.215 1.563 -0.572 -0.559 0.546 1.412
P 0.196 1.855 2.045 -0.613 1.182 -0.844 0.418
C -1.152 0.670 1.670 0.346 0.067 0.591 -1.312
C 0.280 2.232 3.844 0.682 -0.894 -0.685 -0.677
H 1.543 -3.108 2.174 -1.178 -0.517 1.470 0.310
H 3.038 -2.576 3.129 1.130 -0.193 -1.489 0.371
H 0.925 -0.631 3.198 -1.601 -0.169 -1.347 0.487
H 4.028 -1.210 1.583 0.240 -0.139 -0.048 0.251
H 4.480 2.389 -0.083 -0.953 -0.930 0.353 1.091
H 2.287 3.023 0.566 -0.190 0.381 -0.090 0.305
H -1.531 0.218 2.571 -0.088 -0.611 0.252 0.426
H -0.886 -0.054 0.915 0.182 -0.337 -0.067 0.374
H -1.958 1.263 1.268 -0.186 0.303 -0.191 0.380
H 0.694 3.224 3.929 -0.160 0.492 0.081 0.349
H 0.989 1.576 4.326 -0.022 -0.332 0.491 -0.064
H -0.699 2.148 4.284 -0.298 0.098 0.205 0.484
C 4.970 2.001 4.707 0.182 0.231 0.166 0.076
Cl 5.074 3.369 3.602 -0.133 -0.062 -0.072 0.084
Cl 4.461 2.554 6.295 0.010 -0.027 -0.058 0.002
Cl 3.766 0.846 4.068 0.338 0.173 0.747 0.019
Cl 6.536 1.206 4.819 -0.046 -0.043 -0.073 -0.084
C -0.265 6.391 1.168 0.067 0.085 -0.199 0.141
Cl 0.400 7.083 2.649 0.010 -0.026 -0.011 -0.116
Cl -0.067 4.617 1.203 -0.187 0.445 0.139 -0.175
Cl -1.972 6.806 1.033 0.064 -0.054 -0.017 -0.102
Cl 0.628 7.007 -0.231 -0.422 -0.225 0.450 0.040
C 8.204 2.345 0.293 0.127 0.117 0.033 0.220
Cl 8.882 2.911 1.819 -0.035 -0.020 0.023 -0.078
Cl 8.658 0.661 0.030 -0.026 -0.032 0.016 -0.094
Cl 6.431 2.455 0.370 1.771 0.509 0.244 0.175
Cl 8.797 3.340 -1.033 -0.034 -0.018 0.003 -0.079
C 3.677 9.134 -2.844 0.056 -0.006 -0.085 0.117
Cl 3.425 10.877 -2.892 -0.031 -0.002 0.020 -0.075
Cl 3.698 8.492 -4.487 0.008 -0.152 0.079 -0.043
Cl 5.217 8.780 -2.058 -0.019 -0.039 0.026 -0.007
Cl 2.365 8.375 -1.927 0.404 0.331 -0.358 -0.028
C -3.973 -5.209 3.429 -0.052 -0.022 -0.033 0.323
Cl -4.251 -4.925 5.147 0.008 0.016 0.042 -0.102
Cl -4.385 -6.867 3.027 0.164 -0.047 -0.150 -0.057
Cl -4.970 -4.106 2.479 0.056 0.035 -0.012 -0.099
Cl -2.255 -4.926 3.064 -0.010 0.040 0.016 -0.080
C 7.532 6.739 3.422 0.036 0.034 0.024 0.258
Cl 7.568 8.367 4.091 -0.031 0.003 -0.002 -0.090
Cl 6.112 6.564 2.374 -0.036 -0.023 -0.045 -0.056
Cl 8.993 6.456 2.477 0.007 0.016 -0.009 -0.076
Cl 7.434 5.561 4.736 0.112 0.056 0.041 -0.084
C 1.287 1.902 9.050 -0.015 0.003 0.121 0.231
Cl 2.807 2.706 9.453 -0.083 -0.030 -0.046 -0.011
Cl -0.046 3.039 9.240 -0.001 0.017 -0.025 -0.103
Cl 1.339 1.336 7.370 -0.042 -0.039 -0.050 -0.012
Cl 1.047 0.525 10.122 0.011 -0.018 -0.014 -0.095
C 3.268 11.556 -7.300 -0.017 0.039 -0.004 0.298
Cl 3.025 13.302 -7.350 0.002 0.018 0.010 -0.093
Cl 3.291 10.915 -8.943 0.007 -0.021 -0.016 -0.093
Cl 4.811 11.201 -6.511 0.021 0.015 -0.024 -0.042
Cl 1.949 10.806 -6.395 -0.026 0.053 -0.053 -0.068
C -7.682 -9.079 4.277 -0.023 -0.034 -0.044 0.313
Cl -6.472 -10.358 4.146 0.029 0.002 -0.004 -0.103
Cl -8.256 -8.643 2.666 -0.003 0.015 -0.026 -0.095
Cl -9.035 -9.634 5.256 0.125 -0.359 -0.227 -0.045
Cl -6.951 -7.661 5.040 -0.137 0.015 0.165 -0.062
C 5.851 1.070 -3.601 -0.111 0.094 -0.242 0.121
Cl 4.896 0.329 -4.900 0.066 -0.161 0.348 0.032
Cl 7.390 0.233 -3.443 -0.048 -0.068 0.046 -0.071
Cl 6.146 2.775 -3.919 0.043 0.063 0.036 -0.055
Cl 4.920 0.950 -2.102 0.209 -0.554 -0.518 0.051
C 2.004 -2.718 -6.375 0.068 -0.247 -0.140 0.151
Cl 1.064 -3.404 -7.694 0.246 0.413 0.139 -0.014
Cl 3.579 -3.513 -6.304 0.079 0.009 0.071 -0.120
Cl 2.244 -0.992 -6.687 -0.128 0.025 0.236 -0.069
Cl 1.133 -3.014 -4.856 0.278 0.319 -0.282 0.010
C -0.623 -5.879 -9.246 -0.070 -0.125 -0.046 0.208
Cl -0.823 -4.256 -9.917 -0.157 -0.040 -0.197 -0.096
Cl -1.078 -5.854 -7.532 -0.183 -0.156 0.011 0.053
Cl -1.653 -7.009 -10.124 0.118 0.275 -0.162 -0.065
Cl 1.063 -6.373 -9.395 0.008 -0.094 -0.039 -0.062
C 4.300 5.601 12.078 -0.044 0.014 0.071 0.342
Cl 4.937 4.991 10.543 0.128 0.040 -0.051 -0.083
Cl 5.630 6.198 13.067 0.014 -0.002 -0.006 -0.089
Cl 3.164 6.911 11.758 -0.016 0.005 -0.018 -0.091
Cl 3.471 4.294 12.926 -0.010 -0.022 -0.002 -0.088
C -0.891 -5.196 -2.054 0.011 -0.211 -0.014 0.198
Cl -1.054 -3.606 -2.815 -0.232 0.032 0.415 -0.111
Cl -1.310 -5.138 -0.330 0.036 0.208 -0.124 0.005
Cl -1.973 -6.318 -2.861 0.031 -0.042 0.002 0.001
Cl 0.778 -5.749 -2.235 0.053 0.028 0.046 -0.109
C 5.689 3.722 -8.062 -0.036 0.002 -0.059 0.193
Cl 7.443 3.851 -7.923 0.019 0.011 0.022 -0.093
Cl 5.119 2.396 -7.047 0.020 0.169 -0.414 0.045
Cl 4.945 5.233 -7.512 0.021 0.055 -0.032 -0.075
Cl 5.249 3.425 -9.743 -0.016 0.017 0.011 -0.094
C -3.084 -10.346 -8.460 0.026 -0.020 0.076 0.296
Cl -1.921 -11.670 -8.542 0.011 -0.013 -0.010 -0.099
Cl -3.584 -9.901 -10.097 -0.024 0.017 -0.025 -0.115
Cl -4.501 -10.861 -7.539 -0.031 0.000 0.010 -0.089
Cl -2.344 -8.956 -7.665 0.065 -0.351 -0.039 0.007
C -5.089 -6.874 -5.369 -0.041 -0.030 -0.045 0.333
Cl -3.771 -7.981 -4.948 -0.188 0.091 0.172 -0.090
Cl -6.573 -7.410 -4.583 -0.005 -0.011 0.019 -0.094
Cl -4.695 -5.238 -4.830 0.016 0.012 -0.008 -0.085
Cl -5.311 -6.873 -7.117 0.006 -0.003 -0.035 -0.061
C -11.433 -7.519 8.076 -0.019 0.054 -0.016 0.261
Cl -11.562 -6.185 9.227 0.004 0.000 -0.001 -0.105
Cl -12.891 -7.599 7.089 -0.101 0.002 0.007 -0.035
Cl -10.045 -7.266 7.014 -0.072 0.322 0.264 -0.018
Cl -11.228 -9.037 8.954 0.015 -0.030 0.008 -0.100
C 1.867 3.845 -3.658 -0.197 0.060 -0.142 0.009
Cl 2.843 4.412 -5.009 0.046 -0.041 0.162 0.095
Cl 2.875 3.655 -2.209 0.050 0.208 -0.028 0.123
Cl 0.588 5.010 -3.318 -0.001 -0.032 0.006 -0.064
Cl 1.157 2.279 -4.066 0.022 -0.049 0.023 -0.080
C -14.160 -9.425 3.371 0.050 -0.048 -0.031 0.268
Cl -14.896 -7.963 4.039 0.011 -0.001 0.016 -0.086
Cl -14.201 -9.361 1.607 0.191 -0.069 0.088 -0.082
Cl -12.482 -9.545 3.914 0.030 0.021 -0.006 0.001
Cl -15.061 -10.837 3.926 -0.016 -0.020 0.017 -0.095
C 8.313 11.802 -2.423 0.028 0.020 -0.020 0.263
Cl 8.576 13.461 -1.888 0.001 0.014 0.012 -0.094
Cl 6.935 11.752 -3.526 -0.025 0.004 -0.009 -0.013
Cl 9.754 11.212 -3.252 0.011 -0.019 -0.009 -0.098
Cl 7.984 10.779 -1.017 0.014 0.004 0.026 -0.076
C -16.673 -6.470 0.151 -0.072 -0.024 -0.035 0.343
Cl -16.120 -6.586 -1.523 0.015 -0.008 -0.034 -0.098
Cl -15.375 -5.811 1.148 0.021 -0.001 0.019 -0.078
Cl -18.074 -5.400 0.235 -0.023 0.016 0.000 -0.095
Cl -17.126 -8.078 0.727 -0.154 0.139 -0.034 -0.078
```
Positions in Å, forces in eV/Å.

Properties
highest occupied orbital energy = -11.017 eV
charge = +1
Kohn-Sham gap = 5.7 eV
electronic energy = -42097.4016 hartree



(3)
This record from the Open Molecules 2025 dataset describes a molecular structure, C16H34OP2Pb. The level of theory is ωB97M-V with the def2-TZVPD basis set.

The geometry in XYZ format:
```
54
Properties=species:S:1:pos:R:3:forces:R:3:mulliken_charge:R:1
P 0.305 -1.787 -1.900 -1.636 -0.810 -0.881 1.070
P 0.405 2.148 -1.286 -2.509 0.029 -1.773 0.774
C 0.264 -0.300 -2.929 0.026 0.851 -0.168 -0.858
C 1.124 0.913 -2.434 0.501 -0.155 -0.762 -1.184
H -0.802 -0.055 -3.110 0.778 -0.059 0.149 0.414
H 0.662 -0.620 -3.918 -0.087 0.091 0.588 0.593
H 2.065 0.528 -1.983 -0.418 0.436 -0.360 0.478
H 1.396 1.493 -3.336 0.141 -0.219 0.390 0.676
C -0.292 3.558 -2.218 0.384 -0.070 -0.359 -1.282
H -0.575 4.380 -1.528 0.142 -0.586 -0.289 0.428
H -1.180 3.230 -2.794 0.495 0.212 0.291 0.395
H 0.487 3.938 -2.907 -0.457 -0.061 0.240 0.493
C 1.726 2.861 -0.269 -0.002 -0.397 0.507 -1.247
H 2.204 3.695 -0.804 -0.347 -0.261 -0.151 0.444
H 2.487 2.096 -0.082 -0.149 0.151 0.150 0.353
H 1.360 3.253 0.690 0.033 -0.144 -0.291 0.453
C -0.915 -2.850 -2.663 0.289 -0.452 -0.567 -1.440
H -1.216 -3.628 -1.953 0.125 0.056 -0.247 0.433
H -0.476 -3.301 -3.554 -0.258 -0.137 -0.075 0.527
H -1.802 -2.272 -2.946 0.185 -0.048 0.130 0.404
C 1.964 -2.490 -1.995 0.178 0.069 0.321 -1.231
H 2.729 -1.708 -2.087 -0.193 -0.142 0.089 0.403
H 2.051 -3.148 -2.866 -0.156 0.138 0.128 0.430
H 2.161 -3.072 -1.088 0.043 0.036 -0.187 0.438
Pb 2.478 0.785 2.963 -0.237 0.498 1.674 0.981
C -1.237 1.349 -0.589 2.125 0.961 2.595 0.713
C -2.163 0.430 -1.239 -0.436 -0.182 -1.925 -1.513
C -3.231 -0.292 -0.477 -0.680 0.059 -0.099 -0.792
C -2.761 -1.261 0.647 -1.460 0.527 0.251 -0.653
C -1.673 -2.121 0.224 -0.422 -1.179 -0.374 -1.402
C -0.344 -1.735 -0.198 2.225 1.103 1.257 0.530
C 0.263 -0.435 0.424 0.680 -0.337 0.379 0.766
C -0.628 0.754 0.726 -0.325 0.883 0.378 -1.125
C 1.428 -1.110 3.616 -0.172 -0.416 -0.178 -1.403
H -1.854 2.242 -0.403 0.347 0.245 0.389 0.860
H -2.452 0.708 -2.266 0.042 -0.190 0.445 0.403
H -3.866 -0.857 -1.206 0.533 0.527 0.558 0.428
H -3.895 0.490 -0.020 0.268 -0.577 -0.264 0.305
H -2.562 -0.644 1.539 -0.095 -0.687 -0.192 0.265
H -3.601 -1.934 0.910 0.284 0.605 -0.077 0.468
H -1.898 -3.185 0.202 0.200 0.141 0.013 0.486
H 0.288 -2.538 0.226 0.087 0.006 -0.189 0.813
H 1.110 -0.104 -0.224 -0.378 -0.100 0.418 0.053
H 0.767 -0.722 1.352 -0.294 0.057 -0.191 -1.350
H -1.389 0.550 1.490 0.442 0.052 -0.428 0.280
H 0.026 1.511 1.216 -0.428 -0.296 -0.249 0.290
H 2.228 -1.722 4.041 -0.035 -0.102 0.101 0.529
H 0.892 -1.737 2.895 0.246 0.025 0.008 0.218
H 0.719 -0.895 4.412 0.036 -0.041 -0.142 0.311
C 1.427 1.094 5.969 -0.262 0.110 0.281 -0.418
O 2.151 1.664 4.897 0.232 -0.331 -1.121 -0.639
H 0.527 1.697 6.185 0.237 -0.150 -0.187 0.237
H 2.014 1.092 6.905 0.026 -0.064 -0.488 0.253
H 1.105 0.069 5.745 0.108 0.326 0.483 0.142
```
Positions in Å, forces in eV/Å.

Properties
highest occupied orbital energy (alpha / beta) = -13.691 / -13.690 eV
charge = +2
ΔE to the lowest compared entry with this formula, charge and spin = 23.3 kcal per mole
Kohn-Sham gap (alpha / beta) = 7.2 / 7.0 eV
electronic energy = -1580.0642 hartree